{
  "formula": "C33H32FeN5O6",
  "method": "ωB97M-V/def2-TZVPD",
  "e_lumo_ha": [-0.3109, -0.2591],
  "e_tot_ev": -88843.8748,
  "total_charge": 2,
  "orbital_gap_ha": [0.1051, 0.1616],
  "multiplicity": 2,
  "elements": ["Fe", "C", "O", "C", "C", "C", "C", "C", "C", "N", "N", "C", "C", "C", "C", "O", "C", "N", "C", "C", "C", "C", "H", "H", "H", "H", "H", "H", "H", "H", "H", "H", "H", "H", "O", "C", "O", "C", "C", "C", "C", "C", "C", "N", "C", "C", "C", "C", "C", "C", "N", "H", "H", "H", "H", "H", "H", "H", "H", "H", "H", "C", "O", "C", "C", "O", "C", "H", "H", "H", "H", "H", "H", "H", "H", "H", "H"],
  "positions_angstrom": [[-0.5407, -0.6628, -1.8540], [7.2509, -0.0254, 4.4493], [6.2622, 0.3551, 3.4776], [5.0235, 0.5961, 3.8772], [4.5922, 0.5096, 5.2081], [3.2756, 0.7864, 5.5003], [2.3879, 1.1196, 4.4764], [2.8203, 1.2418, 3.1440], [4.1291, 0.9812, 2.8535], [1.0758, 1.3744, 4.8798], [0.1180, 1.5698, 4.2047], [-0.3778, 1.3550, 2.9336], [-0.9006, 2.4250, 2.2804], [-1.4912, 2.2543, 0.9402], [-1.2002, 0.9391, 0.1775], [-0.3390, 0.9789, -0.8870], [-0.7861, -0.1751, 1.0791], [-0.7827, -1.3391, 0.4347], [-0.4315, -2.4282, 1.1203], [-0.0655, -2.3877, 2.4586], [-0.0296, -1.1657, 3.1080], [-0.3946, -0.0246, 2.4023], [8.1515, -0.2261, 3.8810], [6.9376, -0.9248, 4.9784], [7.4258, 0.7932, 5.1469], [5.2765, 0.2524, 6.0013], [2.9107, 0.7474, 6.5183], [2.1448, 1.5666, 2.3632], [4.5174, 1.0867, 1.8499], [-0.9235, 3.3918, 2.7678], [-1.3267, 3.1175, 0.2958], [-0.4724, -3.3685, 0.5844], [0.1857, -3.3013, 2.9782], [0.2607, -1.1148, 4.1507], [-5.3352, 4.7217, 1.5330], [-4.2773, 3.9140, 1.6499], [-3.5573, 3.9785, 2.6134], [-3.9675, 2.9418, 0.5622], [-3.0187, 1.8631, 0.9759], [-2.7536, 0.7461, -0.0418], [-3.1114, 1.0825, -1.4298], [-3.7997, 2.1771, -1.7614], [-4.3134, 3.0812, -0.7195], [-2.4419, 0.2432, -2.3554], [-2.8613, 0.1356, -3.5505], [-1.8999, -0.3641, -4.5355], [-2.1735, -0.4241, -5.8879], [-1.1501, -0.7852, -6.7554], [0.0993, -1.0535, -6.2289], [0.2824, -0.9678, -4.8543], [-0.6978, -0.6404, -4.0131], [-5.8727, 4.4900, 0.7645], [-3.2819, 1.4757, 1.9585], [-3.1239, -0.2492, 0.2135], [-3.9460, 2.4567, -2.7967], [-4.9270, 3.9107, -1.0516], [-3.8393, 0.4886, -3.8720], [-3.1611, -0.1761, -6.2535], [-1.3255, -0.8402, -7.8212], [0.9324, -1.3178, -6.8649], [1.2526, -1.1495, -4.4119], [-2.0609, -3.2931, -2.7059], [-0.8610, -2.7764, -2.1233], [0.3245, -3.4286, -2.5705], [1.4367, -2.8140, -1.7679], [1.3335, -1.3967, -1.9518], [2.3339, -0.6660, -1.2201], [-2.0223, -3.2156, -3.7956], [-2.8862, -2.7009, -2.3195], [-2.1925, -4.3364, -2.4177], [0.4583, -3.2515, -3.6405], [0.2705, -4.5077, -2.4072], [2.4166, -3.1694, -2.0918], [1.3186, -3.0365, -0.7064], [2.2334, -0.8729, -0.1515], [2.1582, 0.3890, -1.4066], [3.3233, -0.9598, -1.5701]],
  "lowdin_spin": [1.40, 0.00, 0.00, 0.00, 0.00, 0.00, 0.00, 0.00, 0.00, -0.01, -0.01, 0.00, -0.02, -0.02, -0.02, -0.20, 0.00, -0.04, 0.00, 0.00, 0.00, 0.00, 0.00, 0.00, 0.00, 0.00, 0.00, 0.00, 0.00, 0.00, 0.00, 0.00, 0.00, 0.00, 0.00, 0.00, 0.00, -0.01, 0.00, -0.03, 0.00, -0.02, 0.00, -0.03, 0.00, 0.00, 0.00, 0.00, 0.00, 0.00, 0.00, 0.00, 0.00, 0.00, 0.00, 0.00, 0.00, 0.00, 0.00, 0.00, 0.00, 0.00, 0.01, 0.00, 0.00, -0.01, 0.00, 0.00, 0.00, 0.00, 0.00, 0.00, 0.00, 0.00, 0.00, 0.00, 0.00]
}